(1)
Density functional theory data (ωB97M-V/def2-TZVPD) for a structure of composition C25H45AgN6O7PSSb at a distorted geometry.

Last column: Löwdin charge in e.
Geometry (Å):
Ag  1.3182  -0.6382  0.8622  0.552
N  3.5742  -0.7352  -0.6306  -0.051
C  4.4832  -1.1359  0.4466  -0.231
C  4.3263  -0.1403  1.6323  -0.625
O  5.3192  0.5384  1.9451  -0.073
N  3.1265  -0.1823  2.1647  -0.059
C  2.8331  0.7486  3.2416  -0.170
C  1.5047  1.5387  3.0407  -0.725
O  1.4437  2.6845  3.4992  -0.054
O  0.5531  0.9430  2.4631  -0.158
H  3.7841  0.2306  -0.8647  0.064
H  3.7353  -1.2957  -1.4640  0.053
H  4.2092  -2.1475  0.7581  0.091
H  5.5393  -1.1337  0.1264  0.094
H  2.7052  0.1830  4.1772  0.107
H  3.6488  1.4650  3.3821  0.098
C  -0.2466  -4.4741  -1.4307  -0.342
Sb  -0.0356  -2.4113  -0.7375  1.306
C  -0.6144  -1.6496  -2.6956  -0.324
C  -1.9999  -2.4035  0.1548  -0.327
H  -1.2358  -4.6401  -1.8438  -0.006
H  -0.1089  -5.1475  -0.5923  -0.011
H  0.4888  -4.7175  -2.1914  -0.016
H  -1.5679  -2.0567  -3.0196  -0.003
H  0.1489  -1.9157  -3.4191  -0.008
H  -0.6643  -0.5704  -2.6483  -0.056
H  -2.7809  -2.4258  -0.6023  -0.005
H  -2.0967  -1.5137  0.7664  -0.015
H  -2.0960  -3.2713  0.8006  0.003
N  0.4143  -2.2296  2.9862  0.061
C  -0.2295  -3.1999  3.7562  -0.337
C  -1.3874  -2.9038  4.4780  -0.039
C  -2.0284  -3.8872  5.2121  -0.074
C  -1.5365  -5.1752  5.2318  -0.288
C  -0.3970  -5.4853  4.5206  -0.077
C  0.2564  -4.5098  3.7874  -0.047
S  -2.4351  -6.4568  6.1338  0.410
O  -1.4517  -7.5011  6.4357  -0.400
O  -3.4685  -6.8936  5.1892  -0.396
O  -2.9846  -5.7996  7.3232  -0.397
H  0.1993  -1.2696  3.2464  0.058
H  1.4210  -2.3529  2.9386  0.066
H  -1.7717  -1.8926  4.4647  0.104
H  -2.9093  -3.6686  5.7967  0.107
H  -0.0289  -6.4994  4.5691  0.103
H  1.1541  -4.7509  3.2313  0.099
O  0.3205  0.8115  -0.8507  -0.341
P  -0.2031  1.9496  -1.6064  0.570
N  0.4510  1.9383  -3.1637  -0.205
C  1.8567  1.5699  -3.2090  -0.211
C  2.1903  1.6395  -4.7049  -0.157
C  1.1167  2.5776  -5.2936  -0.164
C  0.3293  3.0559  -4.0688  -0.227
N  -1.8593  1.9771  -1.8821  -0.192
C  -2.6016  1.4211  -0.7558  -0.202
C  -4.0238  1.3773  -1.2929  -0.163
C  -3.7757  0.8616  -2.7099  -0.167
C  -2.5179  1.6265  -3.1305  -0.218
N  0.0622  3.4594  -0.9583  -0.181
C  -0.8928  4.5399  -1.1311  -0.228
C  -0.1614  5.7431  -0.5521  -0.180
C  0.5598  5.1292  0.6513  -0.156
C  0.9442  3.7189  0.1839  -0.162
H  1.9855  0.5838  -2.7662  0.099
H  2.4761  2.2868  -2.6502  0.121
H  2.1277  0.6503  -5.1558  0.101
H  3.1981  2.0203  -4.8687  0.101
H  0.4562  2.0308  -5.9668  0.101
H  1.5471  3.4128  -5.8448  0.098
H  -0.7196  3.2575  -4.2823  0.096
H  0.7923  3.9650  -3.6567  0.116
H  -2.4645  2.0544  0.1212  0.124
H  -2.2390  0.4178  -0.4986  0.095
H  -4.4293  2.3920  -1.3290  0.110
H  -4.6871  0.7439  -0.7062  0.111
H  -4.6097  1.0333  -3.3898  0.104
H  -3.5589  -0.2066  -2.6685  0.100
H  -2.7839  2.5537  -3.6625  0.104
H  -1.8674  1.0357  -3.7810  0.099
H  -1.8190  4.3551  -0.5716  0.110
H  -1.1513  4.6567  -2.1871  0.099
H  -0.8409  6.5516  -0.2787  0.102
H  0.5567  6.1236  -1.2820  0.104
H  -0.1188  5.0651  1.5011  0.115
H  1.4304  5.7090  0.9547  0.108
H  0.8206  2.9745  0.9735  0.089
H  1.9886  3.6839  -0.1478  0.116

- HOMO-LUMO gap (Eh) = 0.2162
- charge = -2
- molar mass (g/mol) = 834.3
- E_tot (Ha) = -2961.7733
- energy above the lowest of the compared OMol25 structures with the same formula, charge and spin (kcal/mol) = 25.6
- HOMO (hartree) = -0.092

=====

(2)
Density functional theory data (ωB97M-V/def2-TZVPD) for a structure of composition C25H45AuN2OP3Se at a distorted geometry.

Last column: Mulliken spin population.
Geometry (Å):
Au  -1.5565  0.6702  -0.3008  0.306
P  0.1210  2.2981  0.6023  0.238
P  -1.0592  -0.8800  1.4499  0.183
P  -3.8843  1.3956  0.3422  0.028
H  -2.4930  -1.8403  -3.3907  -0.001
C  -2.8055  -0.8741  -3.8424  0.013
C  -1.9686  -0.3433  -4.7710  -0.003
H  -1.0717  -0.8644  -5.1739  0.001
C  1.7886  1.7256  0.2293  0.013
C  -0.0320  2.5020  2.3953  0.017
C  -0.0697  3.9494  -0.1008  0.027
C  -1.7714  -2.5390  1.2047  0.020
C  0.7429  -1.1386  1.5358  0.023
C  -1.4937  -0.4119  3.1475  0.000
C  -4.5081  2.9283  -0.4686  0.007
C  -4.0749  1.7735  2.1158  0.008
C  -5.1747  0.1410  -0.0087  -0.001
H  -3.8124  -0.5122  -3.6270  -0.002
H  -2.1465  0.5589  -5.3986  -0.001
H  1.7308  0.9096  -0.5151  -0.002
H  2.2923  1.2716  1.0990  0.004
H  2.4350  2.4954  -0.2053  -0.001
H  0.1645  1.5612  2.9385  -0.002
H  -1.0615  2.8038  2.6580  -0.003
H  0.6673  3.2634  2.7862  0.012
H  0.0110  3.9120  -1.2019  -0.007
H  0.6593  4.6702  0.3047  0.016
H  -1.0811  4.3270  0.1303  -0.001
H  -1.8486  -3.0417  2.1854  0.009
H  -1.1082  -3.1318  0.5492  -0.001
H  -2.7719  -2.4645  0.7459  0.002
H  1.2131  -0.3711  2.1809  -0.002
H  1.1987  -1.0952  0.5257  -0.010
H  0.9408  -2.1232  1.9855  0.005
H  -2.0548  -1.2434  3.5893  -0.001
H  -2.1009  0.5001  3.1899  0.002
H  -0.5747  -0.2690  3.7325  0.001
H  -5.2349  3.4221  0.2058  0.001
H  -4.9898  2.6897  -1.4296  0.000
H  -3.6706  3.6104  -0.6630  0.000
H  -4.9150  2.4720  2.2454  0.003
H  -3.1638  2.2495  2.5001  -0.004
H  -4.2832  0.8483  2.6720  0.000
H  -6.1790  0.5726  0.1293  -0.001
H  -5.0556  -0.7016  0.6806  0.000
H  -5.0663  -0.2197  -1.0409  0.000
C  1.1835  1.6329  -3.2198  0.029
C  0.5877  0.6360  -2.4634  -0.110
C  -0.8182  0.6875  -2.2398  0.077
C  -1.5549  1.8967  -2.5927  0.029
C  -0.8686  2.9304  -3.2048  0.002
C  0.4331  2.7433  -3.6659  0.015
O  2.5572  1.5945  -3.4087  0.012
H  2.8663  0.7287  -3.1211  0.005
H  1.2180  -0.2406  -2.1928  0.070
H  -1.2788  -0.3081  -2.3265  0.000
H  -2.6643  1.8653  -2.6000  0.008
H  -1.3904  3.8844  -3.3146  0.001
H  0.9000  3.4720  -4.3535  -0.001
C  2.3313  -3.8119  -0.6405  -0.004
N  3.3716  -2.9619  -0.0762  0.083
C  3.9972  -1.9468  -0.7591  -0.126
Se  3.6379  -1.5145  -2.4989  0.736
N  4.8614  -1.3896  0.1591  0.038
C  4.8517  -2.0974  1.3621  0.100
C  5.6462  -2.0581  2.4923  -0.037
C  5.4704  -3.0401  3.4691  0.066
C  4.5511  -4.0805  3.2817  0.046
C  3.7608  -4.1422  2.1314  -0.016
C  3.9223  -3.1195  1.1944  0.073
H  2.1927  -3.5915  -1.7122  0.005
H  1.3841  -3.6869  -0.0799  0.004
H  2.6444  -4.8497  -0.5479  0.003
H  5.4844  -0.6298  -0.0826  -0.003
H  6.3303  -1.2458  2.6269  -0.001
H  6.0491  -3.0437  4.4045  0.002
H  4.4072  -4.8177  4.0866  0.001
H  3.0516  -4.9517  1.9739  0.000

- 2S+1 = 3
- HOMO-LUMO gap (spin up / spin down) (Eh) = 0.2882 / 0.1693
- <S²> = 2.037
- charge = +3
- molar mass (g/mol) = 758.5
- E_tot (Ha) = -4724.5335
- energy above the lowest of the compared OMol25 structures with the same formula, charge and spin (kcal/mol) = 12.2
- HOMO (spin up / spin down) (hartree) = -0.580 / -0.591

=====

(3)
Density functional theory data (ωB97M-V/def2-TZVPD) for a cluster of 6 separate species, C25H45BrN8O3 in total at a distorted geometry.

Last column: Löwdin charge in e.
Geometry (Å):
C  -2.2359  -1.0822  6.9600  -0.053
C  -1.8181  -2.1966  6.0352  -0.197
N  -0.4416  -2.1003  5.5404  -0.031
C  0.7561  -2.6073  6.0884  0.005
C  1.8127  -2.0533  5.4602  0.000
N  1.2416  -1.3296  4.4504  -0.111
C  -0.0708  -1.2956  4.5242  -0.006
C  1.9179  -0.5922  3.4289  0.033
H  -2.0994  -0.1183  6.4366  0.092
H  -1.6207  -1.2036  7.8854  0.104
H  -3.2698  -1.2919  7.0805  0.070
H  -2.3491  -2.3196  5.0188  0.155
H  -1.9676  -3.1989  6.5146  0.139
H  0.8204  -3.2790  6.9372  0.137
H  2.8305  -2.3159  5.4880  0.127
H  -0.7267  -0.9597  3.7252  0.116
H  1.9803  0.3561  3.9336  0.112
H  1.3284  -0.6304  2.5231  0.102
H  2.8956  -0.9596  3.2869  0.086
C  -4.1523  2.5830  -2.6176  -0.069
C  -3.9321  3.5016  -1.4612  -0.140
N  -2.5706  4.1555  -1.5941  -0.035
C  -2.2503  5.1522  -2.4771  -0.014
C  -0.8921  5.2766  -2.4697  -0.024
N  -0.4356  4.3796  -1.5956  -0.064
C  -1.4370  3.7080  -1.0366  -0.012
C  0.9867  4.0325  -1.1208  0.032
H  -4.3074  3.2567  -3.4434  0.072
H  -5.0655  1.9642  -2.4680  0.096
H  -3.2729  1.9464  -2.7961  0.091
H  -4.0224  3.0389  -0.5565  0.082
H  -4.5799  4.4250  -1.5370  0.150
H  -3.0195  5.6914  -3.0227  0.142
H  -0.2893  6.0215  -2.8842  0.123
H  -1.4354  2.8484  -0.3863  0.121
H  0.9957  4.1827  -0.0259  0.108
H  1.6359  4.7010  -1.6510  0.084
H  1.1302  2.9843  -1.3476  -0.077
C  4.5095  -2.1797  -0.8519  -0.064
C  5.5396  -1.0877  -1.1593  -0.143
N  5.5688  -0.7528  -2.6233  -0.048
C  4.7182  0.0850  -3.2731  -0.029
C  4.9084  -0.0748  -4.5859  0.009
N  5.9529  -0.9973  -4.7159  -0.104
C  6.2890  -1.4203  -3.5297  -0.047
C  6.6918  -1.3187  -5.9306  0.015
H  3.4755  -1.8310  -0.9192  0.036
H  4.8145  -2.4626  0.1300  0.067
H  4.6400  -3.0510  -1.4820  0.079
H  6.6154  -1.4893  -0.9451  0.151
H  5.5272  -0.1493  -0.5850  0.131
H  4.0452  0.6950  -2.6975  0.089
H  4.5142  0.4845  -5.4860  0.163
H  7.2075  -2.0468  -3.3294  0.199
H  6.6553  -2.3924  -6.1531  0.107
H  7.7511  -1.1060  -5.8252  0.098
H  6.2631  -0.6366  -6.7378  0.128
C  -5.6420  -1.3964  0.6601  -0.059
C  -4.3533  -0.6385  0.4476  -0.162
N  -3.6168  -1.1798  -0.7126  -0.017
C  -4.0368  -1.6253  -1.9690  -0.010
C  -2.9459  -1.9914  -2.6343  -0.034
N  -1.8711  -1.7838  -1.8292  -0.078
C  -2.2998  -1.2719  -0.6622  0.001
C  -0.5224  -2.2886  -2.0000  -0.045
H  -6.2999  -1.2471  -0.2796  0.102
H  -6.0732  -0.8210  1.5387  0.114
H  -5.6090  -2.4250  0.7393  0.048
H  -3.6519  -0.5385  1.2492  0.085
H  -4.6634  0.3652  0.1442  0.121
H  -5.1085  -1.7286  -2.1858  0.139
H  -2.8229  -2.4398  -3.6228  0.149
H  -1.6914  -0.8360  0.1079  0.132
H  0.0851  -1.6261  -1.4249  -0.081
H  -0.2176  -2.2298  -2.9897  0.067
H  -0.4556  -3.3944  -1.7038  0.133
Br  1.3430  0.4838  -1.1546  -0.245
O  -1.2661  1.4575  3.3693  0.044
C  -1.5992  0.7957  2.1922  -0.743
O  -1.6504  1.5236  1.1326  -0.085
O  -1.9047  -0.3993  2.4052  -0.069
H  -0.8835  2.2952  3.0560  0.107

- HOMO-LUMO gap (Eh) = 0.3047
- charge = +2
- molar mass (g/mol) = 585.6
- E_tot (Ha) = -4216.9053
- energy above the lowest of the compared OMol25 structures with the same formula, charge and spin (kcal/mol) = 0.0
- HOMO (hartree) = -0.438